A molecular structure, C40H55AsN6S4Tc at a distorted geometry. Source: OMol25; level of theory: wB97M-V/def2-TZVPD.

Geometry (Å):
Tc1 0.216 -0.288 0.007
As1 -1.718 -5.320 -0.351
S1 -0.545 -2.446 0.085
S2 -1.632 -6.357 1.352
S3 -2.469 -3.097 0.107
S4 -1.236 -5.458 -2.288
N1 0.538 -0.017 -1.985
N2 0.560 -0.011 2.008
N3 -2.224 0.268 -0.058
N4 -0.092 1.785 0.014
N5 1.854 -1.442 0.011
N6 -5.108 0.428 0.002
C1 2.392 -2.117 1.106
C2 -2.874 4.624 -2.046
C3 0.154 0.538 -4.204
C4 2.034 -1.904 2.409
C5 -4.344 0.680 -1.274
C6 -0.454 2.562 1.109
C7 5.283 -3.354 2.195
C8 -4.285 0.827 1.201
C9 -2.979 0.046 1.193
C10 2.766 -1.061 5.868
C11 4.018 -4.073 -1.598
C12 2.664 -1.025 -5.904
C13 -0.396 2.168 -2.404
C14 -0.358 5.829 2.096
C15 -0.972 3.827 0.697
C16 3.317 -3.125 -0.679
C17 0.234 0.567 4.232
C18 2.415 -2.088 -1.096
C19 -1.435 4.908 -1.591
C20 -0.415 2.573 -1.081
C21 -1.919 1.062 -5.515
C22 3.103 -5.241 -1.996
C23 -3.037 -0.100 -1.237
C24 1.358 -1.443 5.385
C25 -1.483 4.903 1.605
C26 -0.275 1.329 5.413
C27 0.065 0.954 2.862
C28 4.052 -4.056 1.596
C29 -0.928 3.841 -0.669
C30 0.863 -0.632 -4.193
C31 1.291 -1.460 -5.364
C32 1.179 -0.915 2.843
C33 0.918 -0.616 4.218
C34 -0.404 2.162 2.430
C35 3.294 -3.150 0.681
C36 -0.404 1.274 -5.379
C37 0.017 0.942 -2.837
C38 -1.796 1.181 5.576
C39 1.167 -0.909 -2.825
C40 2.066 -1.864 -2.397
H1 -5.997 0.932 -0.006
H2 -0.783 4.994 -2.461
H3 -2.033 1.264 -0.127
H4 -2.475 0.101 -2.149
H5 3.430 -1.067 -5.126
H6 -0.761 6.581 2.773
H7 2.502 -2.527 3.159
H8 5.986 -3.079 1.409
H9 3.503 -1.161 5.068
H10 3.400 -4.411 2.398
H11 -0.709 2.879 3.181
H12 4.362 -3.551 -2.493
H13 0.414 5.269 2.626
H14 4.377 -4.934 1.040
H15 2.786 -5.803 -1.117
H16 2.209 -4.886 -2.515
H17 -1.404 5.871 -1.082
H18 -2.376 0.350 2.046
H19 4.905 -4.465 -1.102
H20 -0.678 2.895 -3.155
H21 0.113 6.344 1.258
H22 -2.077 0.129 5.649
H23 5.792 -4.018 2.892
H24 0.549 -1.364 -6.157
H25 -2.161 -0.001 -5.560
H26 -2.127 1.683 6.484
H27 -2.938 3.669 -2.578
H28 -4.167 1.754 -1.342
H29 2.969 -1.676 -6.722
H30 0.090 0.929 -6.287
H31 -3.549 4.596 -1.186
H32 2.789 -0.029 6.220
H33 1.323 -2.513 -5.079
H34 -5.334 -0.567 0.068
H35 -0.018 2.386 5.316
H36 -4.957 0.373 -2.120
H37 -1.991 4.463 2.467
H38 -3.184 -1.020 1.292
H39 -2.224 5.499 1.069
H40 -2.329 1.626 4.731
H41 3.066 -1.706 6.692
H42 -4.103 1.900 1.131
H43 3.632 -5.923 -2.661
H44 -3.227 5.405 -2.719
H45 -3.241 -1.168 -1.202
H46 0.650 -1.308 6.203
H47 1.334 -2.501 5.115
H48 -2.457 1.509 -4.672
H49 2.571 -2.453 -3.151
H50 5.002 -2.444 2.730
H51 -2.282 1.529 -6.430
H52 2.626 -0.002 -6.280
H53 -0.193 2.342 -5.286
H54 0.218 0.962 6.313
H55 -4.856 0.629 2.106

Results
- E_HOMO (alpha / beta): -14.729 / -14.724 eV
- Lowest unoccupied orbital energy (alpha / beta): -9.908 / -9.887 eV
- Max |F|: 1.73 eV Å⁻¹
- Total charge: +3

***

A molecular structure, C7H10N2 at a distorted geometry. Source: OMol25; level of theory: wB97M-V/def2-TZVPD.

Geometry (Å):
N1 -0.272 -0.651 0.238
N2 -0.766 -1.437 -3.177
C1 -0.357 -0.850 -2.283
C2 1.652 0.158 -1.293
C3 -1.552 1.016 1.714
C4 -0.907 0.573 0.451
C5 -0.713 1.091 -0.779
C6 0.153 -0.072 -1.182
C7 0.587 -1.299 1.193
H1 2.193 -0.789 -1.262
H2 -0.796 1.239 2.463
H3 -2.141 1.914 1.534
H4 -2.192 0.234 2.107
H5 0.000 -1.549 2.079
H6 1.433 -0.679 1.514
H7 1.871 0.652 -2.243
H8 -1.152 1.876 -1.357
H9 0.968 -2.222 0.757
H10 1.991 0.795 -0.473

Results
- E_HOMO: -8.325 eV
- Lowest unoccupied orbital energy: 0.800 eV
- Max |F|: 2.10 eV Å⁻¹
- Relative energy (zero: lowest compared OMol25 entry of this formula, charge and spin): 52.4 kcal per mole
- Total charge: 0

***

no.,E_tot (a.u.)
1,-5794.2443
2,-382.1687